[1]
The following is a quantum chemistry calculation of a cluster of 12 separate species, C42H81Cl21N3O3 in total, from the Open Molecules 2025 dataset.

## Properties
Spin multiplicity: 4
Highest occupied orbital energy (alpha / beta) in eV: -9.12 / -9.90
Total charge: 0
LUMO (alpha / beta) in eV: -0.20 / -0.51
Energy relative to the best compared isomer or geometry (same formula, charge and spin) in kJ/mol: 0.0
Kohn-Sham gap (alpha / beta) in eV: 8.92 / 9.38

Cartesian coordinates (Å):
C1 5.88194 -3.17442 0.93523
C2 5.15743 -4.09193 -0.18683
C3 3.78073 -3.43406 -0.38536
C4 3.06711 -3.89688 -1.67130
C5 3.95458 -3.72727 -2.91977
C6 5.33326 -4.42342 -2.80527
N1 5.94575 -4.04161 -1.50644
O1 7.34335 -4.51304 -1.40274
C7 5.19971 -6.00103 -3.02059
C8 6.13333 -3.76276 -3.96440
C9 4.98405 -5.48628 0.44633
H1 6.18064 -2.25370 0.43407
H2 6.82519 -3.62399 1.24548
H3 5.27800 -2.94317 1.81266
H4 3.00958 -3.49900 0.38223
H5 3.95045 -2.35934 -0.45059
H6 2.22734 -3.23526 -1.88379
H7 2.64867 -4.90040 -1.59404
H8 3.90737 -2.72328 -3.34154
H9 3.42688 -4.21371 -3.74014
H10 6.15874 -6.51906 -3.02171
H11 4.52879 -6.36934 -2.24450
H12 4.78101 -6.33120 -3.97126
H13 6.37594 -2.70368 -3.87720
H14 7.07929 -4.30296 -4.00225
H15 5.67832 -3.83804 -4.95202
H16 5.91040 -5.99097 0.72068
H17 4.30331 -6.12518 -0.11627
H18 4.47556 -5.46692 1.41026
C10 -4.34948 2.53164 -4.16487
C11 -3.44247 3.73324 -4.07816
C12 -2.01965 3.19042 -3.93068
C13 -1.44361 2.70161 -5.28994
C14 -1.50687 3.84387 -6.30502
C15 -2.89322 4.33755 -6.54615
N2 -3.55796 4.60543 -5.26245
O2 -4.94425 5.08129 -5.47460
C16 -2.73307 5.64142 -7.43781
C17 -3.63351 3.23553 -7.44895
C18 -3.72302 4.57402 -2.77276
H19 -4.28129 1.75562 -4.92727
H20 -5.39963 2.82316 -4.18269
H21 -4.11780 1.90655 -3.30250
H22 -1.32201 3.94193 -3.56102
H23 -2.04422 2.32672 -3.26621
H24 -1.97072 1.83205 -5.68255
H25 -0.37461 2.50922 -5.19869
H26 -1.06752 3.45722 -7.22457
H27 -0.88622 4.66817 -5.95369
H28 -2.27406 6.44959 -6.86837
H29 -2.07285 5.49517 -8.29269
H30 -3.71669 5.89637 -7.83229
H31 -3.09488 3.09915 -8.38669
H32 -3.79593 2.25656 -6.99801
H33 -4.59124 3.60455 -7.81595
H34 -3.85274 4.01181 -1.84799
H35 -4.65583 5.13784 -2.78225
H36 -2.97577 5.33714 -2.55514
C19 -2.55526 -1.65126 3.53943
C20 -1.33875 -1.25834 2.68156
C21 -0.94016 -2.55897 1.97731
C22 0.11047 -2.37590 0.82263
C23 -0.54712 -1.50431 -0.14920
C24 -0.97506 -0.10645 0.35966
N3 -1.70041 -0.24968 1.65072
O3 -2.19591 0.94837 2.22107
C25 0.31789 0.82966 0.29847
C26 -1.88988 0.38278 -0.80921
C27 -0.16830 -0.74779 3.59970
H37 -2.44144 -2.68576 3.86340
H38 -3.50276 -1.83155 3.03165
H39 -2.86206 -1.04625 4.39262
H40 -0.55421 -3.17439 2.78996
H41 -1.79146 -3.06471 1.52166
H42 0.42819 -3.27982 0.30292
H43 1.12351 -2.06450 1.07735
H44 -1.44932 -1.94697 -0.57132
H45 0.07408 -1.32926 -1.02759
H46 0.94682 0.75277 -0.58846
H47 -0.09043 1.83901 0.34922
H48 1.01560 0.77926 1.13439
H49 -1.32713 0.35121 -1.74217
H50 -2.83113 -0.13733 -0.98707
H51 -2.26649 1.40301 -0.73576
H52 0.10182 -1.55262 4.28335
H53 -0.66405 -0.01206 4.23296
H54 0.72262 -0.30598 3.15342
Cl1 -3.82143 -1.80955 9.76909
C28 -2.97703 -2.48239 8.32281
C29 -1.92433 -1.47428 7.83259
Cl2 -2.72226 0.06910 7.37996
H55 -3.75288 -2.62668 7.57093
H56 -2.43607 -3.40055 8.55182
H57 -1.49803 -1.81297 6.88831
H58 -1.08985 -1.25792 8.49962
Cl3 1.59991 -7.08253 6.73656
C30 0.75120 -5.56694 6.59073
C31 -0.63709 -5.78876 5.88165
Cl4 -1.29967 -4.17147 5.64379
H59 1.43196 -5.01593 5.94185
H60 0.67788 -5.04245 7.54343
H61 -1.35108 -6.38339 6.45150
H62 -0.60849 -6.23344 4.88689
Cl5 -0.97603 5.07260 8.01567
C32 -1.79488 3.70938 7.23029
C33 -1.28102 3.23328 5.87325
Cl6 -1.62643 4.33701 4.50622
H63 -2.81577 4.07818 7.13090
H64 -1.90475 2.78168 7.79190
H65 -1.67476 2.24972 5.61698
H66 -0.19525 3.18471 5.79051
Cl7 5.58627 4.02902 -1.93278
C34 4.87139 2.57956 -1.08162
C35 4.20235 1.62664 -2.04760
Cl8 5.46290 0.78536 -3.00726
H67 4.08934 2.95754 -0.42312
H68 5.59909 2.19616 -0.36638
H69 3.58032 2.21930 -2.71836
H70 3.67279 0.82855 -1.52730
Cl9 3.27693 -0.81490 2.21386
C36 3.37591 -0.01324 3.83988
C37 3.02386 1.45925 3.70366
Cl10 4.09491 2.26939 2.44691
H71 4.43600 -0.05021 4.09077
H72 2.77399 -0.57010 4.55800
H73 3.26027 2.02724 4.60343
H74 1.99824 1.67442 3.40382
Cl11 1.05423 7.37697 -3.41848
C38 0.71850 5.83399 -2.60293
C39 1.52834 4.61332 -3.05544
Cl12 1.14069 3.18080 -2.03443
H75 -0.34046 5.65627 -2.79035
H76 0.79266 5.99563 -1.52754
H77 2.59857 4.81872 -3.07815
H78 1.20275 4.48223 -4.08738
C40 -3.03601 -2.01428 -4.41087
Cl13 -2.23638 -3.05091 -5.55949
Cl14 -2.07186 -0.52465 -4.29879
Cl15 -3.13763 -2.81118 -2.79373
H79 -4.05824 -1.78386 -4.71095
C41 -4.96645 2.69921 4.13362
Cl16 -5.79646 3.87899 3.03373
Cl17 -5.67136 1.15253 3.82007
Cl18 -5.11344 3.13278 5.82166
H80 -3.90488 2.65459 3.89037
C42 -5.87946 0.54351 0.07493
Cl19 -5.91277 1.63634 -1.30946
Cl20 -5.06046 -1.04573 -0.50959
Cl21 -7.48999 0.31700 0.77245
H81 -5.27405 1.05194 0.82531

Cartesian forces (eV/Å) of the 6 atoms listed first:
0.607 -0.709 -1.943
0.311 0.741 2.236
-0.525 0.276 -1.693
0.412 1.056 -0.607
-1.082 -1.588 0.255
-0.607 1.015 -1.669

[2]
The following is a quantum chemistry calculation of a cluster of 2 separate species, C6H10N in total, from the Open Molecules 2025 dataset.

## Properties
Spin multiplicity: 3
Highest occupied orbital energy (alpha / beta) in eV: -10.37 / -15.85
Total charge: +1
LUMO (alpha / beta) in eV: -5.96 / -6.82
Energy relative to the best compared isomer or geometry (same formula, charge and spin) in kJ/mol: 594.8
Kohn-Sham gap (alpha / beta) in eV: 4.41 / 9.03

Cartesian coordinates (Å):
C1 -0.48743 -1.47818 1.69620
C2 0.70392 -2.22127 2.40774
C3 0.92025 -2.20451 0.98185
C4 0.72362 1.85216 -0.50447
C5 -1.48002 0.72925 -1.08982
C6 -0.02714 0.71119 -1.08316
N1 0.17961 -1.10422 0.63158
H1 1.25236 -1.51723 2.92414
H2 0.58657 -3.06815 3.01124
H3 1.13827 -2.99166 0.29012
H4 0.47181 2.67566 -1.23653
H5 0.53384 2.07057 0.60665
H6 1.86068 1.69420 -0.38466
H7 -1.86562 -0.21027 -0.74295
H8 -2.01169 0.67856 -2.14288
H9 -1.93679 1.59860 -0.55099
H10 0.39870 0.11097 -1.79892

Cartesian forces (eV/Å) of the 6 atoms listed first:
2.260 -0.204 -0.608
-1.903 0.144 0.868
1.487 -1.346 -0.870
1.925 -0.391 1.493
-1.807 1.164 -1.360
-1.073 2.151 1.509

[3]
The following is a quantum chemistry calculation of a cluster of 3 separate species, C24H45N3O5P in total, from the Open Molecules 2025 dataset.

## Properties
Spin multiplicity: 3
Highest occupied orbital energy (alpha / beta) in eV: -10.49 / -11.16
Total charge: +1
LUMO (alpha / beta) in eV: -4.98 / -4.98
Kohn-Sham gap (alpha / beta) in eV: 5.51 / 6.18

Cartesian coordinates (Å):
O1 -3.33208 0.83106 2.22602
P1 -4.26800 -0.32588 2.65443
O2 -5.91422 0.08843 2.63476
O3 -3.76481 -0.83092 4.23332
C1 -3.84231 -1.76625 1.46299
C2 -2.39894 -2.30499 1.97588
C3 -1.13645 -1.53927 1.46546
C4 0.24382 -2.05743 2.02470
C5 0.23275 -3.26348 3.02925
N1 -0.99909 -3.91810 3.41832
C6 -2.31117 -3.50336 2.95717
H1 -6.10034 0.45954 3.54095
H2 -4.14202 -1.73747 4.37849
H3 -4.61173 -2.61103 1.48383
H4 -3.71643 -1.42333 0.38220
H5 -1.24209 -0.66704 0.74033
H6 1.20236 -1.52542 1.72023
H7 1.20537 -3.67008 3.49037
H8 -0.99160 -4.73527 4.05997
H9 -3.29345 -3.99339 3.26475
C7 2.76925 -5.08445 -3.73954
C8 2.33794 -4.41062 -2.41357
C9 0.79766 -4.36219 -2.34429
C10 0.19683 -3.34923 -3.31225
C11 0.80782 -1.96841 -3.10593
C12 2.35393 -1.95310 -3.10045
N2 2.95733 -3.05489 -2.28815
O4 2.88158 -2.68868 -0.97926
C13 2.89676 -2.03216 -4.54940
C14 2.80095 -0.54024 -2.63030
C15 2.85090 -5.39827 -1.33110
H10 2.57542 -6.16153 -3.71252
H11 2.22802 -4.72371 -4.61237
H12 3.84092 -4.95609 -3.91904
H13 0.47540 -4.10920 -1.32642
H14 0.37860 -5.35184 -2.55661
H15 0.33368 -3.67248 -4.34864
H16 -0.88565 -3.29405 -3.15356
H17 0.42942 -1.29331 -3.88066
H18 0.43349 -1.57429 -2.15139
H19 3.98406 -2.14246 -4.55208
H20 2.66229 -1.11955 -5.10475
H21 2.46421 -2.84224 -5.13294
H22 2.37974 -0.27063 -1.65734
H23 2.46267 0.22886 -3.33100
H24 3.89076 -0.46970 -2.56387
H25 3.94018 -5.50258 -1.38046
H26 2.41766 -6.39199 -1.47828
H27 2.58197 -5.09799 -0.31520
C16 0.62544 6.43744 1.01267
C17 -0.18185 5.40803 0.18367
C18 -1.68673 5.59256 0.46804
C19 -2.08504 5.11558 1.86033
C20 -1.64673 3.67405 2.08870
C21 -0.16025 3.40340 1.76089
N3 0.28676 4.01734 0.47381
O5 -0.15210 3.21600 -0.53711
C22 0.74463 3.91369 2.91034
C23 0.04899 1.86451 1.80148
C24 0.10048 5.83414 -1.28222
H28 0.50744 7.44665 0.60560
H29 0.30547 6.51421 2.05049
H30 1.69541 6.20823 0.99608
H31 -2.27880 5.04344 -0.27369
H32 -1.96581 6.64599 0.35738
H33 -1.66141 5.76686 2.63144
H34 -3.17237 5.18544 1.97019
H35 -1.85745 3.39960 3.12782
H36 -2.28228 3.02784 1.47046
H37 1.80058 3.83659 2.63821
H38 0.59905 3.31787 3.81635
H39 0.53623 4.93978 3.20521
H40 -0.62926 1.33435 1.12644
H41 -0.14908 1.47016 2.80322
H42 1.07743 1.59570 1.53763
H43 1.16995 5.76784 -1.51054
H44 -0.20870 6.86995 -1.44978
H45 -0.44334 5.23347 -2.01518

Cartesian forces (eV/Å) of the 6 atoms listed first:
-2.779 -3.309 1.345
2.691 3.586 -0.574
2.884 -1.182 1.520
-2.092 -0.607 -2.838
0.612 -1.324 0.819
1.851 -0.606 0.613

[4]
The following is a quantum chemistry calculation of an isolated molecule of C6H12O, from the Open Molecules 2025 dataset.

## Properties
SMILES: CC[C@H]1C[C@]1(C)O
Highest occupied orbital energy in eV: -9.21
Total charge: 0
LUMO in eV: 1.00
Energy relative to the best compared isomer or geometry (same formula, charge and spin) in kJ/mol: 125.0
Kohn-Sham gap in eV: 10.21

Cartesian coordinates (Å):
C1 2.27198 -0.30479 0.90171
C2 1.41881 -0.47100 -0.35429
C3 0.26308 0.51110 -0.61862
C4 -0.79690 -0.01431 -1.55926
C5 -1.21658 0.45092 -0.21315
C6 -1.69921 -0.41206 0.92098
O1 -1.95879 1.63857 -0.37687
H1 3.08073 -1.04917 0.93966
H2 1.66458 -0.43382 1.80214
H3 2.74302 0.68293 0.93265
H4 1.03102 -1.49852 -0.38435
H5 2.08818 -0.42111 -1.22954
H6 0.52090 1.55738 -0.77958
H7 -0.81243 -1.08424 -1.74863
H8 -1.06872 0.62401 -2.39248
H9 -2.72055 -0.77524 0.76467
H10 -1.69429 0.17856 1.84918
H11 -1.02277 -1.25627 1.07400
H12 -2.09206 2.07706 0.47177

Cartesian forces (eV/Å) of the 6 atoms listed first:
-0.075 0.117 0.097
-0.141 -0.053 0.035
0.116 0.117 -0.077
-0.110 -0.114 -0.192
0.185 -0.301 0.007
0.033 -0.057 -0.016

| no. | F_max (Eh/bohr) |
| --- | --- |
| 1 | 0.1161 |
| 2 | 0.0733 |
| 3 | 0.0991 |
| 4 | 0.0089 |